1.
{"formula": "C20H42NNdOP3", "method": "wB97M-V/def2-TZVPD", "charge": 3, "e_homo_ev": [-16.27, -16.28], "total_energy_ha": -2501.7281, "lumo_ha": [-0.41165, -0.40801], "e_above_lowest_kj_mol": 76.6, "multiplicity": 4, "species": ["Nd", "P", "P", "P", "H", "C", "C", "H", "C", "C", "C", "C", "C", "C", "C", "C", "C", "H", "H", "H", "H", "H", "H", "H", "H", "H", "H", "H", "H", "H", "H", "H", "H", "H", "H", "H", "H", "H", "H", "H", "H", "H", "H", "H", "H", "H", "C", "C", "C", "C", "C", "C", "O", "H", "H", "H", "H", "H", "H", "C", "C", "C", "N", "H", "H", "H", "H", "H"], "xyz": [[0.48317, -0.48045, -2.74299], [2.51695, 1.31275, -0.44533], [0.18143, -0.81643, 1.55896], [-2.61910, 2.63147, -0.02179], [-0.59413, -1.84288, -4.66943], [-0.50098, -0.76773, -4.94867], [0.70113, -0.08005, -5.14372], [1.68653, -0.48907, -5.43922], [4.18922, 0.62373, -0.83385], [2.78765, 1.51315, 1.37735], [2.85277, 3.08454, -0.85680], [-1.49804, -1.55073, 1.64950], [1.10878, -2.35994, 1.93376], [0.30628, -0.08042, 3.25353], [-2.85205, 4.02736, -1.10464], [-1.09207, 2.62647, 0.90644], [-4.15421, 2.24046, 0.81945], [-1.47998, -0.32250, -5.12584], [0.69221, 1.03722, -5.12658], [4.35365, 0.63998, -1.92106], [4.24096, -0.41507, -0.47409], [4.95434, 1.23101, -0.32976], [2.77169, 0.53350, 1.87259], [1.98807, 2.13083, 1.80976], [3.75417, 1.99782, 1.61148], [2.66015, 3.26191, -1.92352], [3.90035, 3.32740, -0.62483], [2.18834, 3.72726, -0.25863], [-1.76389, -1.85194, 2.67675], [-1.51349, -2.42944, 0.98772], [-2.22563, -0.81542, 1.28034], [0.77020, -2.83410, 2.86903], [2.17193, -2.09851, 2.03346], [0.96987, -3.06089, 1.09883], [-0.47558, -0.50329, 3.89746], [0.17151, 1.00840, 3.17381], [1.29398, -0.28280, 3.69479], [-3.11049, 4.84076, -0.41087], [-3.67180, 3.82810, -1.80945], [-1.92861, 4.24428, -1.65426], [-0.61796, 3.60935, 0.80117], [-0.42059, 1.82982, 0.53420], [-1.30847, 2.43887, 1.96905], [-4.84331, 3.09540, 0.71608], [-3.90077, 2.01045, 1.86550], [-4.58223, 1.35589, 0.31324], [-2.54174, 0.69812, -2.86224], [-3.86265, 0.17715, -2.84868], [-4.70724, 0.53454, -3.89210], [-4.35715, 1.55516, -4.77312], [-3.17134, 2.27665, -4.58572], [-2.27474, 1.87389, -3.60534], [-1.61271, 0.15966, -2.03228], [-2.54830, 1.43234, -0.77724], [-4.09099, -0.55980, -2.08016], [-5.66479, 0.01320, -3.98546], [-5.01059, 1.82714, -5.59902], [-2.96441, 3.17226, -5.17838], [-1.35424, 2.42716, -3.36500], [3.64732, -4.04435, 0.50769], [2.81605, -4.37166, -0.74372], [2.21991, -3.21803, -1.33354], [1.68712, -2.34320, -1.89756], [4.27196, -3.16075, 0.34734], [4.27984, -4.90886, 0.73169], [2.99142, -3.85296, 1.35624], [3.42008, -4.86040, -1.52931], [1.98713, -5.06438, -0.50800]]}

2.
{"formula": "C20H42NO10P2", "method": "wB97M-V/def2-TZVPD", "charge": 1, "e_homo_ev": -11.34, "total_energy_ha": -2276.3614, "lumo_ha": -0.18011, "e_above_lowest_kj_mol": 1154.0, "multiplicity": 1, "species": ["C", "C", "C", "C", "N", "C", "C", "C", "O", "O", "C", "H", "H", "H", "H", "H", "H", "H", "H", "H", "H", "H", "H", "O", "P", "O", "C", "C", "O", "C", "C", "O", "C", "C", "H", "H", "H", "H", "H", "H", "H", "H", "H", "H", "H", "H", "H", "H", "H", "O", "P", "O", "C", "C", "O", "C", "C", "O", "C", "C", "H", "H", "H", "H", "H", "H", "H", "H", "H", "H", "H", "H", "H", "H", "H"], "xyz": [[6.01080, -2.60324, 3.27496], [5.84879, -4.00711, 3.07006], [5.47456, -5.62919, 2.90737], [3.89562, -5.78133, 3.37992], [3.50745, -5.88113, 4.72144], [1.97524, -5.96078, 4.84216], [1.58357, -4.97029, 3.57083], [0.00167, -4.70186, 3.23068], [-0.25614, -3.33205, 2.67448], [0.15221, -2.45248, 3.54468], [2.51070, -5.79459, 2.44955], [5.70925, -1.48881, 3.57924], [5.62883, -6.01228, 1.80640], [6.14016, -6.23581, 3.69104], [4.21007, -5.88999, 5.51205], [1.57844, -7.04728, 4.66401], [1.62582, -5.35396, 5.78136], [2.24657, -3.99932, 3.75475], [-0.56600, -4.70257, 4.28093], [-0.46054, -5.53423, 2.54836], [-0.26634, -1.55259, 3.39412], [2.57355, -5.29151, 1.37678], [2.07990, -6.89506, 2.28503], [-0.29592, 2.72485, 3.15846], [0.43233, 2.95428, 1.81152], [1.92919, 2.55118, 2.39502], [2.24310, 1.17784, 2.52852], [2.58754, 0.56967, 1.18349], [0.58886, 4.60076, 2.02568], [-0.42679, 5.32132, 2.71130], [-0.02440, 5.55597, 4.15810], [1.24604, 3.21064, 0.30651], [0.40696, 3.43334, -0.81616], [-0.15863, 4.84100, -0.83528], [1.41636, 0.64266, 3.00308], [3.11126, 1.10739, 3.19236], [1.70560, 0.53796, 0.53595], [2.96168, -0.45137, 1.30346], [3.34565, 1.16751, 0.66733], [-1.38800, 4.80908, 2.63680], [-0.54447, 6.28643, 2.20779], [0.27547, 4.63112, 4.65617], [-0.85382, 6.00430, 4.71884], [0.83241, 6.23319, 4.21001], [-0.39519, 2.68960, -0.83215], [1.02102, 3.28242, -1.70959], [-0.94981, 4.94788, -0.08581], [-0.59607, 5.07303, -1.80967], [0.61354, 5.58348, -0.60582], [-1.76118, 2.19626, -3.95676], [-2.83539, 1.39680, -4.73405], [-4.09373, 1.89372, -3.77841], [-4.63623, 3.18013, -4.00917], [-5.54240, 3.17376, -5.22427], [-2.54482, -0.03311, -3.92646], [-1.22481, -0.34618, -3.50173], [-1.04873, -0.01008, -2.02991], [-4.03566, 0.50353, -5.60255], [-3.60188, -0.09027, -6.81634], [-2.78278, -1.34467, -6.57689], [-3.83599, 3.91694, -4.11803], [-5.21946, 3.44923, -3.12217], [-4.96339, 3.00550, -6.13783], [-6.06737, 4.12860, -5.32207], [-6.28032, 2.36786, -5.15676], [-0.48353, 0.15946, -4.12357], [-1.07717, -1.42130, -3.64714], [-1.35599, 1.01330, -1.80270], [-0.00118, -0.13738, -1.73024], [-1.66610, -0.66821, -1.41251], [-3.03684, 0.63919, -7.40411], [-4.50062, -0.35274, -7.38330], [-1.78076, -1.08713, -6.21811], [-2.66372, -1.91581, -7.50114], [-3.24801, -1.98547, -5.81985]]}

3.
{"formula": "C20H42O26S6Si", "method": "wB97M-V/def2-TZVPD", "smiles": "CC(=O)OCCCCCC[SiH3].O=S1(=O)OCCO1.O=S1(=O)OCCO1.O=S1(=O)OCCO1.O=S1(=O)OCCO1.O=S1(=O)OCCO1.O=S1(=O)OCCO1", "e_homo_ev": -10.39, "total_energy_ha": -5421.8760, "lumo_ha": -0.00367, "multiplicity": 1, "species": ["C", "C", "O", "O", "C", "C", "C", "C", "C", "C", "Si", "H", "H", "H", "H", "H", "H", "H", "H", "H", "H", "H", "H", "H", "H", "H", "H", "H", "H", "O", "S", "O", "O", "C", "C", "O", "H", "H", "H", "H", "O", "S", "O", "O", "C", "C", "O", "H", "H", "H", "H", "O", "S", "O", "O", "C", "C", "O", "H", "H", "H", "H", "O", "S", "O", "O", "C", "C", "O", "H", "H", "H", "H", "O", "S", "O", "O", "C", "C", "O", "H", "H", "H", "H", "O", "S", "O", "O", "C", "C", "O", "H", "H", "H", "H"], "xyz": [[4.37529, -3.57015, -1.14924], [4.29948, -2.58102, 0.10444], [4.15981, -3.07997, 1.24097], [4.42759, -1.15567, 0.00678], [3.54556, -0.75279, -1.08800], [2.95768, 0.71763, -0.94533], [2.17440, 1.27493, -2.22186], [1.34174, 0.19852, -3.06067], [-0.22663, 0.59984, -3.26252], [-1.11273, -0.60810, -2.61349], [-1.10400, -0.45196, -0.69401], [4.52920, -4.65715, -0.86104], [5.17150, -3.18727, -1.86982], [3.37007, -3.45232, -1.69854], [2.64055, -1.46961, -1.04562], [4.04446, -0.97225, -2.09829], [3.86630, 1.41424, -0.79166], [2.33941, 0.84286, 0.01879], [1.41147, 2.05266, -1.84591], [2.91007, 1.88225, -2.86538], [1.78621, 0.13678, -4.11848], [1.33401, -0.85611, -2.64165], [-0.51434, 1.53610, -2.68570], [-0.46994, 0.64634, -4.37200], [-2.15011, -0.63283, -3.07518], [-0.64938, -1.63904, -2.84839], [-0.34911, 0.78796, -0.39859], [-2.51506, -0.29610, -0.29310], [-0.45502, -1.56318, 0.00145], [-3.49300, -2.38975, -3.11962], [-4.63464, -1.96274, -2.37008], [-5.02733, -0.58981, -2.26399], [-4.52170, -2.58394, -0.87791], [-5.66847, -3.39243, -0.60579], [-6.12113, -3.91403, -1.96021], [-5.91727, -2.82469, -2.86249], [-6.43332, -2.75702, -0.15122], [-5.41195, -4.19799, 0.08225], [-7.16618, -4.22244, -1.95894], [-5.49647, -4.74860, -2.29139], [-8.44852, 4.47169, -4.77618], [-7.09962, 4.06548, -5.03382], [-6.14324, 4.91485, -5.67424], [-7.14008, 2.64568, -5.81713], [-6.42479, 1.66323, -5.06574], [-6.54944, 2.09869, -3.61490], [-6.45640, 3.52387, -3.64669], [-5.38167, 1.67597, -5.39357], [-6.84574, 0.67218, -5.23648], [-5.76736, 1.67574, -2.98556], [-7.52866, 1.83301, -3.20570], [-1.38234, 2.66633, 2.84369], [-1.83218, 1.31340, 2.97166], [-2.80719, 0.73152, 2.10074], [-2.30517, 1.08047, 4.50562], [-1.54511, 0.01939, 5.08636], [-0.20927, 0.03944, 4.36075], [-0.53049, 0.34586, 3.00357], [-2.07779, -0.91871, 4.90781], [-1.43389, 0.17386, 6.15980], [0.31421, -0.91406, 4.42638], [0.43618, 0.83546, 4.74339], [10.44476, -2.76108, -1.07234], [10.14093, -1.37002, -1.22751], [10.96472, -0.47630, -1.98155], [9.90084, -0.73742, 0.24614], [8.58870, -0.17479, 0.31745], [7.75120, -0.98363, -0.65836], [8.61558, -1.23856, -1.76624], [8.64961, 0.87174, 0.01137], [8.20468, -0.23207, 1.33624], [6.85822, -0.44931, -0.98127], [7.46231, -1.94668, -0.22638], [-6.59549, -2.61135, 3.22756], [-6.92697, -1.58079, 4.16671], [-7.26026, -1.85363, 5.53052], [-8.09759, -0.66497, 3.51883], [-7.65413, 0.69081, 3.43479], [-6.14275, 0.61008, 3.29060], [-5.74730, -0.46863, 4.14001], [-7.93623, 1.19980, 4.36056], [-8.12299, 1.19291, 2.58829], [-5.64640, 1.53404, 3.58569], [-5.85623, 0.35529, 2.26629], [7.81556, 2.84047, 1.06719], [7.49747, 3.47485, 2.31160], [7.84102, 4.83214, 2.59974], [8.04621, 2.53311, 3.51272], [6.96125, 2.16173, 4.36443], [5.73090, 2.16319, 3.47070], [5.91247, 3.27541, 2.59381], [6.87630, 2.91228, 5.15506], [7.14526, 1.18439, 4.81127], [4.80555, 2.26667, 4.03668], [5.68430, 1.25578, 2.86103]]}

Look up the multiplicity of the third one. 1